(1)
Entry from the OMol25 dataset: C16H37BrNNbO2P as an isolated structure (ωB97M-V/def2-TZVPD).

Geometry (Å):
C 3.556 0.954 -0.541
C 3.457 0.479 0.993
P 2.431 -1.086 1.275
C 3.011 -2.328 -0.050
C 4.603 -2.451 -0.186
Nb -0.060 -0.715 0.856
C -0.173 1.135 2.183
C 0.528 2.451 1.584
C -0.497 3.555 1.030
C -1.374 3.065 -0.208
N -1.031 3.784 -1.505
C 0.290 3.275 -2.032
C -2.057 3.248 -2.451
C -1.952 1.796 -3.128
O -3.087 3.914 -2.724
C -0.067 -2.672 -0.332
O -1.401 -3.165 -0.686
C -1.505 -4.579 -0.464
C -2.342 -0.543 0.566
C -3.135 -1.180 1.817
C -3.512 -2.715 1.634
Br -4.765 -0.038 2.198
H 4.475 1.647 -0.615
H 2.669 1.600 -0.863
H 3.666 0.091 -1.280
H 4.537 0.219 1.306
H 3.150 1.337 1.688
H 2.617 -3.389 0.131
H 2.636 -1.913 -1.056
H 4.829 -3.358 -0.860
H 5.152 -2.644 0.789
H 5.037 -1.545 -0.738
H -0.397 -1.729 2.358
H 0.255 0.317 -0.618
H -1.288 1.399 2.319
H 0.253 0.896 3.211
H 1.291 2.257 0.764
H 1.095 2.960 2.451
H 0.149 4.432 0.653
H -1.154 4.011 1.856
H -2.488 3.292 -0.032
H -1.275 1.955 -0.437
H 0.325 3.271 -3.177
H 0.514 2.203 -1.683
H 1.163 3.916 -1.658
H -1.219 1.904 -4.000
H -1.509 1.071 -2.366
H -2.968 1.408 -3.484
H 0.519 -2.617 -1.325
H 0.394 -3.478 0.354
H -1.245 -4.904 0.597
H -2.610 -4.852 -0.634
H -0.910 -5.215 -1.203
H -2.702 -0.922 -0.444
H -2.601 0.580 0.591
H -2.465 -1.084 2.738
H -2.606 -3.385 1.839
H -3.886 -2.967 0.581
H -4.321 -2.948 2.416

Its net charge is -1. The value obtained for the frontier orbital gap is 6.46 eV. For the largest force on an atom, the calculation gives 0.0770 hartree/bohr. The electronic energy is -3809.08821 a.u. Its spin multiplicity is 1.

---

(2)
Entry from the OMol25 dataset: C16H37CdN4O6 as an isolated structure (ωB97M-V/def2-TZVPD).

Geometry (Å):
Cd -12.980 -6.817 -10.336
O -12.347 -8.240 -9.185
H -12.034 -8.938 -8.578
C -12.359 -12.601 -5.811
C -12.423 -12.645 -4.262
C -11.117 -12.022 -3.817
O -10.785 -11.141 -4.911
C -11.607 -11.278 -6.065
H -13.316 -12.705 -6.322
H -11.733 -13.412 -6.183
H -12.489 -13.659 -3.869
H -13.308 -12.092 -3.947
H -10.317 -12.757 -3.736
H -11.167 -11.479 -2.873
H -11.070 -11.170 -7.008
H -12.383 -10.512 -6.084
C -9.735 -9.592 -11.386
O -8.560 -9.531 -11.034
N -10.056 -9.854 -12.695
C -11.414 -9.714 -13.217
C -8.994 -10.055 -13.744
H -10.570 -9.285 -10.738
H -11.639 -10.483 -13.957
H -11.653 -8.761 -13.689
H -12.059 -9.895 -12.357
H -8.833 -9.127 -14.292
H -7.996 -10.247 -13.352
H -9.219 -10.863 -14.441
C -16.081 -8.260 -10.695
O -14.819 -7.998 -10.684
N -16.795 -8.190 -9.509
C -16.150 -7.879 -8.221
C -18.181 -8.202 -9.540
H -16.571 -8.479 -11.656
H -15.062 -7.919 -8.274
H -16.453 -8.618 -7.479
H -16.342 -6.871 -7.855
H -18.574 -8.377 -10.541
H -18.648 -8.983 -8.940
H -18.599 -7.228 -9.287
C -8.761 -5.507 -5.201
O -7.958 -5.704 -4.272
N -9.749 -6.385 -5.486
C -10.641 -6.157 -6.598
C -9.900 -7.720 -4.811
H -8.825 -4.577 -5.786
H -10.665 -6.982 -7.309
H -10.604 -5.177 -7.074
H -11.656 -6.137 -6.201
H -9.588 -7.676 -3.768
H -10.927 -8.084 -4.790
H -9.432 -8.527 -5.374
C -12.876 -11.706 -9.985
O -12.198 -12.399 -10.709
N -13.841 -12.169 -9.096
C -14.656 -11.195 -8.349
C -14.106 -13.627 -8.843
H -12.895 -10.606 -10.016
H -14.355 -10.147 -8.343
H -14.733 -11.499 -7.305
H -15.695 -11.211 -8.676
H -15.142 -13.890 -9.061
H -13.512 -14.303 -9.458
H -13.863 -14.018 -7.855

Its net charge is +1. As for the energy above the lowest of the compared OMol25 structures with the same formula, charge and spin: 3.778 eV. The value obtained for the frontier orbital gap is 3.89 eV. For the largest force on an atom, the calculation gives 0.0851 hartree/bohr. The electronic energy is -1469.64004 a.u. Its spin multiplicity is 1.

---

(3)
Entry from the OMol25 dataset: C16H37Cl2N5O19 as an isolated structure (ωB97M-V/def2-TZVPD).

Geometry (Å):
Cl 1.817 -2.738 -2.523
C 1.304 -3.592 -1.011
C 1.861 -4.986 -0.915
Cl 3.659 -5.024 -0.755
H 0.220 -3.568 -0.954
H 1.666 -3.010 -0.168
H 1.653 -5.644 -1.748
H 1.459 -5.369 0.023
C -3.105 0.414 3.550
N -3.692 -0.466 2.518
O -4.469 0.077 1.766
O -3.321 -1.615 2.395
H -2.343 -0.083 4.137
H -3.888 0.908 4.112
H -2.621 1.190 2.953
C -1.733 1.624 -3.024
N -0.836 0.908 -3.976
O -1.292 0.410 -4.989
O 0.346 0.904 -3.649
H -1.657 1.017 -2.121
H -2.771 1.563 -3.325
H -1.340 2.616 -2.850
C -1.804 -2.717 -3.087
N -3.136 -2.110 -2.836
O -3.234 -0.910 -2.799
O -4.055 -2.881 -2.713
H -1.850 -3.234 -4.035
H -1.559 -3.305 -2.207
H -1.010 -1.973 -3.083
C -0.932 -1.438 -0.105
N -0.462 -0.891 -1.404
O -0.180 -1.668 -2.280
O -0.411 0.318 -1.509
H -0.014 -1.427 0.486
H -1.262 -2.454 -0.265
H -1.665 -0.841 0.419
C 0.416 3.429 -2.473
N 0.028 3.525 -3.896
O 0.327 2.625 -4.619
O -0.504 4.532 -4.255
H -0.499 3.031 -2.024
H 0.534 4.426 -2.064
H 1.269 2.788 -2.305
C -0.838 -4.145 4.281
O 0.451 -3.915 3.705
C 0.550 -3.825 2.396
O -0.385 -3.747 1.667
O 1.786 -3.810 1.954
C 2.851 -3.954 2.881
H -0.788 -3.801 5.307
H -1.063 -5.207 4.207
H -1.603 -3.588 3.741
H 3.727 -3.666 2.290
H 3.109 -4.964 3.198
H 2.857 -3.256 3.715
C -1.753 5.897 0.304
O -0.753 4.909 0.462
C -0.928 3.864 1.235
O -1.849 3.635 1.970
O 0.106 3.030 1.044
C 0.068 1.847 1.820
H -2.726 5.425 0.460
H -1.764 6.191 -0.746
H -1.645 6.792 0.908
H -0.235 1.961 2.860
H 1.060 1.408 1.783
H -0.650 1.171 1.342
C 1.370 1.477 -0.598
O 2.025 2.402 0.246
C 3.327 2.222 0.397
O 3.935 1.237 0.144
O 3.812 3.355 0.887
C 5.109 3.275 1.438
H 1.552 1.643 -1.659
H 0.294 1.510 -0.440
H 1.660 0.440 -0.402
H 5.820 2.679 0.866
H 5.154 2.843 2.443
H 5.442 4.308 1.501

Its net charge is 0. As for the energy above the lowest of the compared OMol25 structures with the same formula, charge and spin: 9.532 eV. The value obtained for the frontier orbital gap is 8.90 eV. For the largest force on an atom, the calculation gives 0.1297 hartree/bohr. The electronic energy is -3254.75957 a.u. Its spin multiplicity is 1.

---

(4)
Entry from the OMol25 dataset: C16H37GeO3PtSe2 as an isolated structure (ωB97M-V/def2-TZVPD).

Geometry (Å):
Pt -0.542 -0.381 -0.343
C -1.237 -0.336 3.824
C -1.166 0.706 2.704
C -2.530 0.848 2.029
C -0.740 2.067 3.265
O -0.189 0.258 1.760
Ge 1.444 1.275 1.139
O 2.015 -0.264 0.325
C 3.070 -1.132 0.761
C 2.482 -2.517 1.044
C 4.130 -1.198 -0.334
C 3.681 -0.579 2.055
O 0.355 1.688 -0.367
C 0.681 2.435 -1.552
C -0.389 3.499 -1.762
C 2.056 3.080 -1.361
C 0.735 1.464 -2.736
H -2.021 -0.073 4.533
H -0.286 -0.384 4.355
H -1.454 -1.319 3.405
H -3.265 1.214 2.745
H -2.853 -0.129 1.665
H -2.463 1.557 1.200
H -1.454 2.413 4.009
H -0.687 2.801 2.455
H 0.243 1.979 3.739
H 2.237 -3.028 0.111
H 1.580 -2.423 1.652
H 3.207 -3.121 1.585
H 3.670 -1.443 -1.293
H 4.864 -1.967 -0.095
H 4.653 -0.246 -0.430
H 2.915 -0.546 2.837
H 4.072 0.429 1.881
H 4.500 -1.207 2.397
H -0.415 4.183 -0.913
H -1.372 3.038 -1.868
H -0.178 4.075 -2.661
H 2.031 3.750 -0.497
H 2.333 3.659 -2.239
H 2.812 2.305 -1.198
H -0.251 1.016 -2.894
H 1.475 0.683 -2.548
H 1.012 1.997 -3.645
C -4.539 -0.203 -0.569
Se -2.908 0.047 -1.596
C -2.935 -1.720 -2.457
C -2.511 -2.854 -1.548
Se -0.649 -2.763 -0.926
C 0.209 -2.891 -2.669
H -5.344 -0.349 -1.286
H -4.722 0.702 0.004
H -4.466 -1.061 0.093
H -2.323 -1.654 -3.355
H -3.966 -1.879 -2.775
H -2.608 -3.810 -2.065
H -3.116 -2.899 -0.644
H -0.160 -3.796 -3.147
H 1.282 -2.976 -2.519
H -0.008 -2.019 -3.279

Its net charge is +2. The value obtained for the frontier orbital gap (alpha / beta) is 9.42 / 6.33 eV. For the largest force on an atom, the calculation gives 0.0571 hartree/bohr. The electronic energy is -7856.05127 a.u. Its spin multiplicity is 4.

---

(5)
Entry from the OMol25 dataset: C16H37MnN6OSi4 as an isolated structure (ωB97M-V/def2-TZVPD).

Geometry (Å):
Mn -0.985 0.100 -0.659
O -2.234 1.887 -1.227
C -3.643 1.691 -1.186
C -3.930 0.790 -0.016
C -5.175 0.749 0.587
C -5.367 -0.098 1.665
C -4.306 -0.865 2.119
C -3.095 -0.766 1.463
N -2.909 0.037 0.406
H -1.983 2.413 -1.994
H -3.994 1.224 -2.112
H -4.156 2.646 -1.058
H -5.975 1.380 0.225
H -6.330 -0.147 2.156
H -4.406 -1.523 2.970
H -2.233 -1.332 1.788
N -3.001 -2.433 -3.861
N -1.958 -1.525 -3.816
N -1.080 -1.379 -4.779
C -0.337 -0.383 -4.321
N -0.771 0.063 -3.137
N -1.828 -0.674 -2.837
H -2.929 -2.905 -4.758
H -2.865 -3.113 -3.117
H 0.508 0.023 -4.848
C 3.216 3.252 -0.501
Si 3.018 1.389 -0.769
C 2.709 1.084 -2.603
C 4.636 0.573 -0.259
Si 1.024 0.998 0.444
Si 0.690 -1.854 -0.016
C 2.307 -2.138 0.899
C 0.941 -2.495 -1.791
C -0.557 -3.071 0.758
Si 1.188 1.076 2.795
C -0.396 0.445 3.591
C 1.356 2.935 3.097
C 2.655 0.226 3.623
H 3.988 3.640 -1.171
H 3.528 3.478 0.520
H 2.296 3.801 -0.700
H 3.580 1.379 -3.191
H 1.853 1.675 -2.936
H 2.505 0.034 -2.812
H 5.440 0.980 -0.879
H 4.658 -0.508 -0.381
H 4.878 0.799 0.781
H 3.123 -1.556 0.480
H 2.591 -3.193 0.861
H 2.210 -1.860 1.947
H 1.634 -1.886 -2.369
H 0.012 -2.575 -2.358
H 1.363 -3.503 -1.743
H -0.627 -2.961 1.842
H -0.180 -4.080 0.570
H -1.568 -3.021 0.348
H -1.286 0.884 3.137
H -0.403 0.692 4.654
H -0.471 -0.642 3.506
H 0.591 3.519 2.584
H 2.331 3.304 2.774
H 1.268 3.138 4.167
H 2.594 -0.861 3.606
H 2.684 0.529 4.673
H 3.603 0.516 3.167

Its net charge is +1. As for the energy above the lowest of the compared OMol25 structures with the same formula, charge and spin: 1.438 eV. The value obtained for the frontier orbital gap (alpha / beta) is 6.51 / 6.98 eV. For the largest force on an atom, the calculation gives 0.0194 hartree/bohr. The electronic energy is -3344.40192 a.u. Its spin multiplicity is 6.

---

(6)
Entry from the OMol25 dataset: C16H38AlClFeO3SSi as an isolated structure (ωB97M-V/def2-TZVPD).

Geometry (Å):
Al -0.195 -0.232 -2.766
Cl -0.425 1.357 -3.950
C -2.034 -0.434 -2.069
H -2.035 -0.916 -1.067
H -2.665 -1.063 -2.732
H -2.545 0.545 -1.957
Fe 0.263 0.090 -5.452
C 2.200 0.572 -6.012
C -0.934 -0.126 -7.131
C 0.133 -1.393 -4.148
H -1.327 -1.166 -7.160
H -1.786 0.586 -7.102
H -0.328 0.062 -8.044
H 2.882 -0.234 -5.660
H 2.261 0.645 -7.119
H 2.515 1.537 -5.560
H -0.638 -2.181 -4.294
H 1.155 -1.827 -4.083
C 1.297 3.633 1.935
C 1.646 2.145 2.088
C 2.983 1.859 1.379
C 1.752 1.787 3.579
O 0.714 1.461 1.552
Si 0.182 0.118 0.872
S 1.286 -0.064 -1.030
O 0.540 -1.114 1.835
C 0.924 -2.308 2.080
C 1.298 -3.036 0.776
C 2.147 -2.246 3.005
C -0.212 -3.075 2.778
O -1.426 0.250 0.832
C -2.486 0.531 1.506
C -3.725 -0.099 0.843
C -2.373 -0.037 2.935
C -2.665 2.056 1.569
H 2.087 4.272 2.383
H 0.332 3.860 2.440
H 1.193 3.898 0.860
H 3.802 2.460 1.829
H 3.247 0.782 1.469
H 2.913 2.113 0.300
H 2.548 2.389 4.069
H 0.789 1.987 4.097
H 1.998 0.712 3.704
H 2.131 -2.514 0.260
H 1.625 -4.076 0.992
H 0.424 -3.079 0.089
H 1.886 -1.735 3.957
H 2.512 -3.267 3.248
H 2.972 -1.679 2.521
H -0.497 -2.573 3.727
H -1.108 -3.131 2.122
H 0.107 -4.113 3.020
H -3.611 -1.202 0.763
H -4.639 0.110 1.441
H -3.901 0.320 -0.166
H -1.493 0.388 3.463
H -3.283 0.205 3.527
H -2.271 -1.140 2.905
H -1.796 2.531 2.071
H -2.755 2.478 0.545
H -3.583 2.319 2.139

Its net charge is -2. The value obtained for the frontier orbital gap (alpha / beta) is 3.00 / 3.37 eV. For the largest force on an atom, the calculation gives 0.1414 hartree/bohr. The electronic energy is -3512.25060 a.u. Its spin multiplicity is 5.